Below is an isolated molecule of C2H5BS2 in a non-equilibrium geometry, with properties calculated with ωB97M-V/def2-TZVPD.

Structure (XYZ):
```
10
Properties=species:S:1:pos:R:3:forces:R:3
B 0.10296 -0.13948 1.64156 -1.1 0.1 -0.9
C 0.70422 0.33913 -1.68028 2.4 -1.4 -1.0
C -0.64229 0.47565 -1.06238 1.1 3.3 0.4
S 0.98071 1.17218 -3.05808 0.3 -0.5 0.8
S -0.79450 1.00635 0.72627 -0.2 1.1 -0.9
H 0.07244 -0.21917 2.75716 0.2 0.4 1.9
H 1.54618 -0.48103 -1.39116 -2.3 2.0 -0.1
H 0.37044 -1.02087 1.01500 1.2 -1.8 -1.0
H -1.05993 1.32637 -1.67632 -0.2 -1.0 1.0
H -1.17186 -0.38783 -1.20446 -1.5 -2.2 -0.2
```
Forces are in eV/Å.

The charge is 0. The calculation puts the HOMO-LUMO gap at 8.4 eV. For the HOMO energy, the calculation gives -9.044 eV.

Below is a cluster of 2 separate species, C2H5Br in total in a non-equilibrium geometry, with properties calculated with ωB97M-V/def2-TZVPD.

Structure (XYZ):
```
8
Properties=species:S:1:pos:R:3:forces:R:3
C -0.92464 -0.42071 -0.05126 -0.3 -0.5 0.0
C 0.04104 0.65709 0.04130 1.1 0.1 0.0
Br 3.48159 -0.12042 0.07699 -0.7 0.1 0.0
H -1.46903 -0.40012 -0.99459 -0.1 0.0 0.0
H -0.39280 -1.38307 -0.02493 -0.1 0.0 0.0
H -1.60877 -0.42580 0.79663 -0.1 0.0 0.0
H 0.36666 1.03068 0.99463 0.0 0.2 0.2
H 0.50596 1.06235 -0.83876 0.0 0.2 -0.2
```
Forces are in eV/Å.

The charge is 0. The calculation puts the HOMO-LUMO gap (spin up / spin down) at 9.9 / 5.3 eV. For the HOMO energy (spin up / spin down), the calculation gives -10.350 / -8.474 eV.

Sequential total energy output: -900.36502; -2653.10587 Eh
Sequential ΔE to the lowest compared entry with this formula, charge and spin output: 220.4; 234.8 kJ/mol